Molecular formula: C48H134N10O14
Method: DFT, ωB97M-V/def2-TZVPD

Values from the calculation:
Relative energy (zero: lowest compared OMol25 entry of this formula, charge and spin) = 640.3 kJ/mol
Largest force on an atom = 0.093 hartree/bohr
LUMO energy = 0.3 eV

The geometry in ORCA input format:
```
! RIJCOSX wB97M-V def2-TZVPD def2/J DEFGRID3
* xyz 0 1
C -10.038 -1.440 -4.248
C -9.089 -2.681 -4.229
C -8.345 -2.933 -2.982
O -7.226 -2.093 -2.851
C -6.146 -2.810 -2.297
N -10.046 -3.760 -4.651
H -10.707 -1.534 -3.393
H -10.442 -1.294 -5.250
H -9.512 -0.506 -4.051
H -8.331 -2.617 -5.009
H -8.002 -3.968 -2.994
H -8.909 -2.821 -2.056
H -5.675 -3.393 -3.089
H -6.468 -3.514 -1.529
H -5.411 -2.094 -1.928
H -10.533 -3.656 -5.529
H -9.730 -4.718 -4.703
C -1.600 1.993 -0.090
C -0.748 0.807 0.172
C -1.418 -0.526 -0.281
O -0.416 -1.624 -0.115
C -0.285 -1.928 1.287
N 0.612 0.820 -0.289
H -1.710 2.054 -1.172
H -1.072 2.907 0.185
H -2.566 2.040 0.414
H -0.744 0.683 1.255
H -1.642 -0.521 -1.348
H -2.274 -0.781 0.344
H 0.342 -1.243 1.858
H 0.370 -2.799 1.291
H -1.233 -2.131 1.784
H 0.615 -0.022 -0.846
H 1.281 0.665 0.452
C 4.106 -4.873 2.300
C 3.021 -5.850 2.518
C 1.634 -5.448 1.959
O 0.879 -6.643 1.676
C -0.393 -6.393 0.995
N 3.462 -7.027 1.869
H 3.927 -3.866 2.675
H 4.568 -4.811 1.314
H 4.894 -5.199 2.979
H 2.789 -6.008 3.571
H 1.718 -5.036 0.954
H 1.170 -4.696 2.597
H -1.163 -5.920 1.604
H -0.939 -7.331 0.889
H -0.158 -5.904 0.049
H 2.601 -7.510 1.657
H 3.784 -6.524 1.054
C 5.152 -2.526 5.602
C 5.383 -1.159 6.186
C 4.093 -0.293 6.034
O 3.719 -0.278 4.706
C 2.354 0.221 4.436
N 5.726 -1.179 7.602
H 4.798 -2.398 4.579
H 4.513 -3.165 6.212
H 6.077 -3.102 5.602
H 6.182 -0.671 5.627
H 4.328 0.691 6.440
H 3.247 -0.670 6.608
H 2.544 1.281 4.271
H 1.694 0.164 5.302
H 1.860 -0.191 3.557
H 5.157 -1.831 8.124
H 5.745 -0.311 8.117
C -0.263 8.560 -4.495
C 0.360 8.109 -3.155
C -0.577 7.289 -2.173
O 0.049 6.910 -1.069
C 0.142 7.920 -0.016
N 1.615 7.386 -3.249
H -0.157 7.744 -5.209
H 0.312 9.390 -4.904
H -1.213 9.068 -4.325
H 0.495 9.047 -2.615
H -0.945 6.369 -2.627
H -1.501 7.832 -1.977
H 0.872 8.639 -0.388
H 0.553 7.526 0.913
H -0.811 8.405 0.193
H 2.023 7.135 -2.360
H 1.397 6.519 -3.718
C 4.243 5.360 -5.623
C 4.808 4.268 -6.549
C 3.805 3.101 -6.941
O 3.016 2.575 -5.876
C 3.840 1.970 -4.902
N 5.346 5.039 -7.651
H 3.257 5.667 -5.972
H 4.945 6.194 -5.608
H 4.115 4.839 -4.674
H 5.705 3.969 -6.008
H 4.301 2.295 -7.480
H 3.057 3.564 -7.585
H 3.178 1.758 -4.063
H 4.692 2.590 -4.623
H 4.334 1.083 -5.300
H 4.546 5.210 -8.244
H 5.808 4.365 -8.243
C -0.060 0.892 -4.064
C 0.563 -0.526 -4.202
C -0.589 -1.627 -4.309
O -0.129 -2.976 -4.280
C -0.026 -3.535 -2.979
N 1.437 -0.610 -5.341
H 0.708 1.609 -3.775
H -0.831 0.826 -3.296
H -0.607 1.197 -4.957
H 1.226 -0.712 -3.357
H -1.155 -1.481 -5.229
H -1.350 -1.458 -3.547
H 0.612 -2.884 -2.381
H 0.387 -4.543 -3.040
H -1.020 -3.660 -2.550
H 2.029 0.209 -5.331
H 2.023 -1.346 -4.975
C -3.423 -3.979 2.721
C -3.588 -4.384 1.224
C -4.607 -5.459 0.999
O -4.129 -6.718 1.554
C -4.768 -7.875 1.009
N -3.850 -3.103 0.503
H -2.736 -4.575 3.323
H -4.362 -3.972 3.273
H -3.037 -2.978 2.914
H -2.656 -4.770 0.811
H -4.842 -5.584 -0.058
H -5.587 -5.256 1.429
H -5.803 -8.033 1.311
H -4.184 -8.786 1.145
H -4.754 -7.844 -0.080
H -4.492 -2.638 1.128
H -3.071 -2.471 0.384
C -5.890 -0.880 4.719
C -6.039 -0.504 3.273
C -4.762 -0.018 2.592
O -4.094 0.945 3.448
C -4.439 2.269 3.240
N -6.530 -1.673 2.584
H -6.823 -1.205 5.180
H -5.627 0.027 5.263
H -5.062 -1.551 4.945
H -6.839 0.232 3.354
H -4.889 0.424 1.603
H -4.058 -0.848 2.534
H -5.493 2.342 3.511
H -4.453 2.514 2.178
H -3.826 2.867 3.914
H -7.060 -1.388 1.773
H -7.220 -2.163 3.134
C 4.456 -1.075 -2.118
C 4.649 -2.124 -1.017
C 3.531 -1.956 -0.004
O 3.441 -0.620 0.615
C 4.498 -0.295 1.497
N 4.243 -3.413 -1.717
H 3.412 -1.058 -2.430
H 5.058 -1.334 -2.988
H 4.659 -0.085 -1.708
H 5.572 -2.197 -0.441
H 3.651 -2.640 0.836
H 2.546 -2.277 -0.343
H 4.148 0.237 2.382
H 5.377 0.047 0.950
H 4.831 -1.183 2.033
H 4.959 -4.121 -1.791
H 4.000 -3.155 -2.663
C 1.710 4.042 -0.479
C 3.172 3.599 -0.486
O 3.220 2.406 -1.153
H 1.610 5.062 -0.107
H 1.033 3.429 0.116
H 1.416 4.086 -1.528
H 3.501 3.446 0.542
H 3.816 4.374 -0.902
H 2.377 1.948 -1.121
C 7.035 3.398 -0.027
C 7.074 3.274 -1.515
O 6.306 2.186 -1.929
H 7.545 2.544 0.418
H 6.036 3.615 0.351
H 7.557 4.297 0.298
H 8.099 3.257 -1.883
H 6.574 4.145 -1.938
H 5.475 2.261 -1.454
C -1.275 -1.406 4.966
C -0.567 -2.430 5.829
O -1.075 -3.819 5.533
H -1.185 -0.353 5.234
H -2.345 -1.608 4.983
H -1.046 -1.495 3.904
H -0.705 -2.276 6.899
H 0.490 -2.305 5.594
H -1.606 -4.035 6.304
C -1.217 5.201 3.357
C -1.581 6.692 3.482
O -2.754 6.898 4.283
H -0.220 5.091 2.930
H -1.935 4.629 2.769
H -1.220 4.760 4.354
H -1.635 7.215 2.528
H -0.756 7.139 4.036
H -2.904 7.846 4.242
*
```

=====

Molecular formula: C48H140O40
Method: DFT, ωB97M-V/def2-TZVPD

Values from the calculation:
Largest force on an atom = 0.086 hartree/bohr
LUMO energy = 0.3 eV

The geometry in ORCA input format:
```
! RIJCOSX wB97M-V def2-TZVPD def2/J DEFGRID3
* xyz 0 1
C 2.327 -12.920 19.473
C 0.821 -12.678 19.503
O 0.305 -13.918 19.940
O 2.959 -13.153 20.722
H 2.760 -11.967 19.190
H 2.464 -13.749 18.791
H 0.387 -12.460 18.515
H 0.510 -11.964 20.252
H 0.113 -14.467 19.225
H 2.633 -13.991 21.050
C 3.691 -4.125 24.662
C 4.752 -4.687 23.773
O 4.246 -5.240 22.564
O 2.871 -5.171 25.250
H 2.961 -3.387 24.221
H 4.277 -3.595 25.406
H 5.400 -5.408 24.310
H 5.473 -3.895 23.481
H 5.022 -5.324 21.935
H 3.066 -5.963 24.760
C 1.783 -8.535 27.010
C 0.548 -8.420 26.213
O -0.256 -9.573 26.456
O 2.619 -9.511 26.356
H 1.604 -8.902 28.066
H 2.264 -7.564 27.107
H 0.783 -8.301 25.149
H -0.001 -7.525 26.588
H -0.253 -10.029 25.607
H 2.302 -10.406 26.505
C 4.359 -6.753 31.225
C 5.614 -6.840 30.341
O 5.359 -6.477 28.987
O 3.969 -5.423 31.361
H 4.394 -7.221 32.258
H 3.493 -7.242 30.718
H 6.010 -7.901 30.399
H 6.363 -6.213 30.889
H 4.621 -5.816 28.959
H 3.591 -5.194 32.213
C 1.274 -13.146 27.935
C 0.699 -12.098 28.881
O -0.614 -11.719 28.547
O 1.541 -12.508 26.660
H 0.702 -14.038 27.705
H 2.244 -13.419 28.389
H 1.379 -11.219 28.900
H 0.600 -12.537 29.857
H -0.481 -11.052 27.922
H 2.241 -13.065 26.234
C 10.845 -10.590 18.459
C 10.684 -10.160 19.886
O 9.935 -11.097 20.530
O 11.510 -11.890 18.413
H 11.412 -9.898 17.903
H 9.817 -10.643 18.079
H 10.156 -9.164 19.931
H 11.664 -10.104 20.385
H 9.672 -10.882 21.419
H 11.103 -12.421 19.071
C 0.572 -8.464 20.960
C 1.336 -7.350 21.569
O 2.044 -6.810 20.454
O 1.398 -9.305 20.204
H -0.160 -8.082 20.278
H 0.144 -9.059 21.782
H 2.068 -7.803 22.229
H 0.840 -6.564 22.123
H 2.743 -6.181 20.743
H 1.981 -8.644 19.746
C 6.935 -3.146 28.976
C 6.771 -2.539 27.660
O 5.773 -3.209 26.925
O 7.493 -4.468 28.824
H 5.948 -3.228 29.414
H 7.645 -2.591 29.572
H 7.673 -2.480 27.147
H 6.410 -1.507 27.755
H 5.194 -3.670 27.555
H 6.774 -5.096 28.616
C 8.837 -13.803 30.489
C 9.667 -13.147 31.594
O 9.854 -11.714 31.515
O 7.675 -13.035 30.271
H 8.639 -14.797 30.896
H 9.442 -13.992 29.571
H 10.662 -13.527 31.714
H 9.106 -13.288 32.559
H 8.999 -11.267 31.382
H 7.740 -12.513 29.429
C 8.922 -9.726 24.093
C 8.811 -8.253 24.430
O 8.841 -8.068 25.882
O 8.739 -9.818 22.661
H 8.183 -10.327 24.621
H 9.950 -10.082 24.340
H 7.834 -7.828 24.230
H 9.722 -7.729 24.024
H 8.911 -7.074 25.996
H 7.989 -10.420 22.538
C 4.781 -12.460 29.700
C 5.108 -11.638 28.486
O 6.522 -11.604 28.358
O 5.291 -13.838 29.570
H 3.769 -12.470 29.950
H 5.230 -11.970 30.573
H 4.777 -10.617 28.538
H 4.658 -12.147 27.636
H 6.642 -10.873 27.718
H 6.267 -13.756 29.786
C 1.245 -3.726 27.757
C 2.185 -4.281 28.791
O 3.315 -4.898 28.171
O 0.483 -4.718 27.112
H 1.826 -3.134 26.983
H 0.527 -3.084 28.299
H 1.724 -4.940 29.524
H 2.584 -3.404 29.305
H 3.061 -5.424 27.403
H 1.065 -5.043 26.376
C 8.736 -6.825 20.904
C 7.751 -5.894 21.583
O 6.464 -5.946 20.994
O 10.010 -6.781 21.503
H 8.800 -6.527 19.806
H 8.282 -7.745 20.924
H 8.031 -4.871 21.550
H 7.699 -6.163 22.664
H 5.932 -6.737 21.165
H 10.371 -7.670 21.365
C 0.182 -12.925 22.922
C 0.702 -11.520 23.130
O -0.362 -10.777 23.819
O -1.050 -12.800 22.299
H 0.310 -13.571 23.835
H 0.902 -13.343 22.246
H 0.920 -11.023 22.165
H 1.562 -11.540 23.918
H -1.195 -11.050 23.342
H -1.198 -13.541 21.699
C 4.625 -10.268 21.353
C 5.278 -8.922 21.134
O 5.591 -8.217 22.309
O 3.610 -10.244 22.326
H 5.464 -10.899 21.790
H 4.316 -10.714 20.423
H 4.703 -8.320 20.344
H 6.235 -9.133 20.584
H 4.877 -7.874 22.874
H 2.780 -10.042 21.980
C 6.533 -16.199 26.863
C 7.928 -15.815 26.408
O 8.508 -14.971 27.326
O 5.675 -15.082 27.000
H 6.592 -16.883 27.793
H 6.076 -16.782 26.078
H 7.762 -15.332 25.432
H 8.485 -16.792 26.172
H 9.038 -14.291 26.869
H 5.551 -14.794 27.929
C 5.669 -9.173 25.686
C 5.125 -7.736 25.676
O 4.025 -7.733 24.652
O 6.578 -9.315 26.809
H 6.224 -9.441 24.756
H 4.885 -9.945 25.800
H 5.905 -7.083 25.298
H 4.857 -7.370 26.628
H 3.560 -8.582 24.725
H 7.390 -8.786 26.643
C 4.120 -13.684 24.285
C 4.980 -12.452 24.298
O 6.296 -12.522 24.891
O 3.479 -13.893 25.542
H 4.686 -14.555 24.017
H 3.339 -13.445 23.618
H 4.454 -11.569 24.739
H 5.067 -12.096 23.195
H 6.140 -12.875 25.797
H 4.009 -14.401 26.157
C 10.672 -4.451 24.892
C 9.521 -3.970 25.700
C 8.605 -3.160 24.805
O 8.850 -5.211 26.124
H 11.271 -5.234 25.458
H 11.410 -3.656 24.707
H 10.403 -4.896 23.909
H 9.820 -3.365 26.559
H 7.553 -3.148 25.179
H 8.526 -3.625 23.811
H 8.942 -2.168 24.597
H 8.365 -5.025 26.930
C 11.333 -15.029 25.847
C 11.298 -13.486 25.624
C 11.270 -13.230 24.077
O 10.154 -12.925 26.328
H 10.482 -15.423 25.258
H 11.195 -15.315 26.924
H 12.209 -15.510 25.471
H 12.192 -12.982 26.034
H 11.673 -12.252 23.827
H 10.191 -13.256 23.828
H 11.815 -14.004 23.557
H 10.412 -12.663 27.237
C 9.610 -9.391 29.127
C 10.740 -10.141 28.483
C 12.049 -9.443 28.688
O 10.692 -11.523 28.758
H 9.792 -9.294 30.208
H 8.660 -9.858 28.976
H 9.582 -8.391 28.744
H 10.386 -10.182 27.392
H 12.833 -9.688 27.956
H 12.392 -9.824 29.683
H 11.966 -8.343 28.641
H 10.722 -11.554 29.763
C 7.436 -13.471 20.332
C 7.034 -13.623 21.805
C 7.391 -15.012 22.344
O 7.884 -12.683 22.525
H 7.434 -12.369 20.159
H 6.760 -14.046 19.630
H 8.393 -13.868 20.183
H 6.035 -13.259 21.900
H 8.324 -15.390 21.875
H 6.605 -15.718 21.978
H 7.417 -15.097 23.462
H 7.347 -12.528 23.373
*
```

=====

HOMO-LUMO gap for the records above, in order: 9.2; 9.9 eV
Energy for the records above, in order: -95503.2649; -133938.9045 eV
Molecular weight for the records above, in order: 1075.656; 1357.608 g mol⁻¹